Molecular formula: C2H5N3O2S
Method: DFT, ωB97M-V with the def2-TZVPD basis set

Last columns: bonded neighbours and bond lengths (Å).
Geometry (Å):
1 C -0.6407 -2.0661 0.1390  N3 1.397, O7 1.475, H9 0.983, H10 1.144
2 C 1.1218 1.7412 -0.2457  N5 1.433, H11 1.219, H12 1.108, H13 1.118
3 N 0.7231 -1.7643 0.1523  C1 1.397, N4 1.248
4 N 1.1136 -0.5836 0.0449  N3 1.248, N5 1.322
5 N 0.3952 0.5219 -0.0512  C2 1.433, N4 1.322, S8 1.780
6 O -1.9440 1.2597 0.8826  S8 1.463
7 O -1.4802 -1.0025 -0.4428  C1 1.475, S8 1.667
8 S -1.3599 0.6547 -0.3151  N5 1.780, O6 1.463, O7 1.667
9 H -0.7954 -2.9013 -0.3561  C1 0.983
10 H -0.8692 -2.0707 1.2604  C1 1.144
11 H 0.3673 2.6823 -0.0678  C2 1.219
12 H 2.0593 1.7178 0.3452  C2 1.108
13 H 1.3090 1.8110 -1.3457  C2 1.118

Results
Multiplicity: 1
HOMO, eV: -9.33
Total energy, eV: -21551.439
ΔE to the lowest compared entry with this formula, charge and spin, kcal per mole: 103.2